No. 1
C34H30BrF4N2PSiV as an isolated structure. Source: the OMol25 dataset; level of theory: ωB97M-V with the def2-TZVPD basis set.

```
74
C34H30BrF4N2PSiV | the OMol25 dataset | ωB97M-V with the def2-TZVPD basis set
V -0.444 -1.198 0.315
C -1.957 -4.410 1.619
C -0.465 -4.252 1.546
C 0.404 -5.284 1.842
C 1.776 -5.060 1.685
C 2.256 -3.833 1.290
C 1.333 -2.782 1.074
N -0.004 -3.055 1.167
N 1.561 -1.497 0.731
Si 2.975 -0.588 1.175
C 2.474 1.196 1.420
C 3.676 -1.169 2.820
C 4.290 -0.719 -0.160
H -2.238 -5.108 2.407
H -2.349 -4.805 0.677
H -2.424 -3.446 1.816
H 0.024 -6.242 2.171
H 2.473 -5.869 1.872
H 3.313 -3.664 1.141
H 1.430 1.233 1.739
H 2.581 1.813 0.525
H 3.084 1.646 2.211
H 2.969 -0.935 3.623
H 4.603 -0.624 3.031
H 3.899 -2.235 2.875
H 3.863 -0.466 -1.137
H 4.705 -1.730 -0.231
H 5.120 -0.030 0.031
F -6.211 1.447 -2.658
C -4.919 1.246 -2.412
C -3.998 2.244 -2.647
F -4.399 3.418 -3.132
C -2.655 2.015 -2.389
F -1.813 3.022 -2.671
C -2.192 0.819 -1.871
P -0.424 0.482 -1.438
C 0.235 2.134 -1.082
C -0.285 2.823 0.012
C 0.225 4.063 0.357
C 1.273 4.612 -0.372
C 1.806 3.918 -1.448
C 1.285 2.682 -1.810
C 0.275 0.022 -3.061
C 1.114 -1.090 -3.090
C 1.681 -1.515 -4.286
C 1.411 -0.830 -5.458
C 0.580 0.285 -5.439
C 0.015 0.711 -4.248
C -3.147 -0.169 -1.645
Br -2.675 -1.875 -0.967
C -4.484 0.030 -1.918
F -5.387 -0.931 -1.708
H -1.071 2.373 0.608
H -0.184 4.593 1.209
H 1.680 5.577 -0.095
H 2.630 4.338 -2.013
H 1.704 2.151 -2.655
H 1.338 -1.617 -2.169
H 2.332 -2.381 -4.295
H 1.850 -1.160 -6.392
H 0.376 0.824 -6.356
H -0.617 1.590 -4.239
C -1.122 -0.145 1.471
C -1.666 0.660 2.524
C -2.719 1.561 2.282
C -3.237 2.342 3.302
C -2.726 2.245 4.591
C -1.690 1.356 4.849
C -1.162 0.574 3.833
H -3.132 1.626 1.280
H -4.050 3.029 3.092
H -3.134 2.854 5.388
H -1.287 1.274 5.852
H -0.351 -0.114 4.037
```

Its spin multiplicity is 2. Its HOMO energy (alpha / beta) is -0.25235 / -0.24134 Ha. Its total energy is -5971.4591 a.u. The energy above the lowest of the compared OMol25 structures with the same formula, charge and spin is 3.4 kcal/mol. For the gap between HOMO and LUMO (alpha / beta), the calculation gives 7.0 / 6.5 eV.

Atomic partial charges in e from the Löwdin method, atoms 1 to 2: V 0.310; C -0.039



No. 2
A 2-piece molecular cluster, C5H9N overall at a distorted geometry. Source: the OMol25 dataset; level of theory: ωB97M-V with the def2-TZVPD basis set.

```
15
C5H9N | the OMol25 dataset | ωB97M-V with the def2-TZVPD basis set
C -3.392 0.295 -0.307
C -0.055 1.163 -0.223
C 0.620 0.054 0.024
C 0.671 -1.123 -0.894
C 1.472 -0.051 1.190
N -2.859 -0.702 -0.147
H -3.626 1.304 -0.125
H -0.384 1.526 -1.218
H -0.261 1.979 0.452
H -0.270 -1.167 -1.456
H 0.812 -1.963 -0.231
H 1.685 -1.177 -1.541
H 1.590 -1.045 1.723
H 1.464 0.838 1.830
H 2.532 0.071 0.922
```

Its HOMO energy is -0.32697 Ha. As for the SMILES: C=C(C)C.C#N. Its total energy is -250.5781 a.u. The energy above the lowest of the compared OMol25 structures with the same formula, charge and spin is 55.8 kcal/mol. For the gap between HOMO and LUMO, the calculation gives 9.9 eV.

Atomic partial charges in e from the natural (NBO) method, atoms 1 to 2: C 0.069; C -0.423



No. 3
C28H38N2O8PbS3 as an isolated structure at a distorted geometry. Source: the OMol25 dataset; level of theory: ωB97M-V with the def2-TZVPD basis set.

```
80
C28H38N2O8PbS3 | the OMol25 dataset | ωB97M-V with the def2-TZVPD basis set
Pb 0.718 0.013 2.066
C 2.758 0.186 4.959
C 1.480 -0.207 5.694
S 0.160 -0.920 4.646
C -1.267 0.112 5.104
C -1.180 1.626 4.910
S -0.741 2.182 3.226
C 0.621 3.342 3.547
C 1.813 2.820 4.350
S 2.642 1.386 3.595
H 3.192 -0.687 4.468
H 3.480 0.582 5.675
H 1.035 0.623 6.240
H 1.739 -0.984 6.412
H -1.479 -0.103 6.152
H -2.078 -0.309 4.503
H -0.475 2.088 5.599
H -2.162 2.048 5.116
H 0.185 4.200 4.057
H 0.931 3.652 2.546
H 1.555 2.564 5.376
H 2.563 3.610 4.382
O 5.110 -0.301 -0.743
C 3.939 -0.499 -0.162
O 3.506 0.178 0.743
C 3.233 -1.675 -0.778
O 1.936 -1.854 -0.264
C 1.859 -3.018 0.549
C 2.505 -2.860 1.969
O 3.126 -3.813 2.398
O 2.227 -1.729 2.559
H 5.554 0.462 -0.355
H 3.856 -2.555 -0.611
H 3.179 -1.505 -1.852
H 2.350 -3.870 0.083
H 0.804 -3.228 0.742
C -3.538 -0.090 -5.986
C -2.626 -0.875 -5.076
C -2.719 -2.269 -5.041
C -1.892 -3.050 -4.220
C -0.931 -2.444 -3.470
C -0.788 -1.029 -3.506
N 0.236 -0.536 -2.789
C 0.948 0.671 -3.018
C 1.440 0.817 -4.316
C 2.213 1.908 -4.657
C 2.504 2.873 -3.711
C 2.027 2.737 -2.414
C 1.238 1.659 -2.035
C 0.760 1.706 -0.554
O 1.188 2.638 0.125
O -0.086 0.826 -0.098
C -1.700 -0.221 -4.264
C -1.748 1.281 -4.157
H -4.071 -0.755 -6.664
H -2.970 0.624 -6.588
H -4.281 0.479 -5.421
H -3.456 -2.762 -5.667
H -1.998 -4.129 -4.212
H -0.229 -3.026 -2.878
H 0.677 -1.172 -2.127
H 1.242 0.033 -5.042
H 2.599 1.997 -5.665
H 3.090 3.742 -3.984
H 2.228 3.496 -1.668
H -1.164 1.766 -4.945
H -1.372 1.635 -3.201
H -2.776 1.626 -4.265
C -4.808 -1.561 1.206
N -3.428 -1.085 1.271
C -3.179 0.305 0.886
C -2.443 -1.873 1.666
O -1.241 -1.545 1.767
H -5.438 -1.001 1.899
H -4.859 -2.618 1.466
H -5.199 -1.423 0.198
H -3.314 0.977 1.738
H -3.886 0.588 0.109
H -2.167 0.417 0.500
H -2.756 -2.894 1.909
```

Its HOMO energy (alpha / beta) is -0.49954 / -0.50553 Ha. Its total energy is -3188.1088 a.u. The energy above the lowest of the compared OMol25 structures with the same formula, charge and spin is 7.1 kcal/mol. For the gap between HOMO and LUMO (alpha / beta), the calculation gives 5.9 / 5.4 eV. As for the total charge: +2.

Atomic partial charges in e from the Löwdin method, atoms 1 to 2: Pb 1.312; C -0.462



No. 4
A 4-piece molecular cluster, C20H52FN5O7P2S overall at a distorted geometry. Source: the OMol25 dataset; level of theory: ωB97M-V with the def2-TZVPD basis set.

```
88
C20H52FN5O7P2S | the OMol25 dataset | ωB97M-V with the def2-TZVPD basis set
C -4.183 1.127 -2.619
C -4.330 0.745 -1.331
P -2.978 0.406 -0.029
N -4.309 0.219 1.206
C -1.535 0.525 -1.255
C -0.873 1.919 -1.427
C 0.364 1.839 -2.420
C 0.002 1.287 -3.845
C 0.595 -0.171 -3.986
P -1.511 -0.106 1.585
N -0.149 0.734 1.597
C -2.981 2.282 0.418
O -3.547 3.137 -0.292
O -2.444 2.708 1.525
S -3.315 -1.823 -0.474
O -4.607 -2.002 -1.127
O -2.234 -2.393 -1.275
F -3.402 -2.753 0.917
H -4.840 0.758 -3.430
H -3.348 1.795 -2.918
H -5.383 0.616 -1.000
H -4.564 1.119 1.602
H -4.059 -0.429 1.950
H -0.725 -0.141 -0.847
H -1.728 0.073 -2.257
H -1.556 2.662 -1.898
H -0.427 2.319 -0.489
H 0.671 2.911 -2.558
H 1.240 1.343 -1.945
H 0.352 1.970 -4.649
H -1.107 1.211 -3.929
H -0.204 -0.949 -3.932
H 1.291 -0.428 -3.153
H 1.193 -0.279 -4.917
H -2.056 -0.015 2.908
H -1.132 -1.490 1.403
H -0.099 1.216 2.494
C -2.378 -3.650 -7.777
C -1.940 -2.198 -7.948
C -0.465 -2.045 -8.361
O 0.463 -2.247 -7.308
C 0.755 -3.604 -7.031
N -2.237 -1.465 -6.716
H -2.022 -4.085 -6.843
H -3.467 -3.716 -7.762
H -2.018 -4.270 -8.603
H -2.548 -1.771 -8.754
H -0.312 -1.012 -8.688
H -0.217 -2.684 -9.221
H 0.750 -4.218 -7.938
H 0.051 -4.004 -6.299
H 1.750 -3.648 -6.586
H -2.038 -0.479 -6.867
H -1.545 -1.747 -6.025
C 3.018 2.415 4.484
C 2.056 3.228 3.621
C 2.148 4.745 3.863
O 1.523 5.196 5.059
C 2.303 5.038 6.225
N 0.700 2.723 3.822
H 2.674 2.319 5.516
H 3.115 1.402 4.086
H 4.015 2.865 4.497
H 2.331 3.050 2.576
H 1.614 5.246 3.051
H 3.188 5.098 3.818
H 3.370 5.181 6.029
H 2.129 4.056 6.671
H 1.980 5.790 6.949
H 0.070 3.193 3.169
H 0.385 3.045 4.735
C 4.363 -2.816 5.807
C 3.031 -2.467 6.465
C 1.805 -2.831 5.609
O 1.556 -1.943 4.541
C 2.337 -2.173 3.379
N 3.037 -1.045 6.827
H 4.638 -2.107 5.025
H 5.166 -2.801 6.547
H 4.334 -3.816 5.367
H 2.966 -3.054 7.389
H 0.919 -2.770 6.249
H 1.858 -3.867 5.247
H 2.537 -3.238 3.221
H 3.275 -1.615 3.441
H 1.783 -1.791 2.520
H 2.192 -0.839 7.354
H 2.919 -0.514 5.965
```

Its HOMO energy is -0.02300 Ha. Its total energy is -2774.2433 a.u. For the gap between HOMO and LUMO, the calculation gives 4.5 eV. As for the total charge: -2.

Atomic partial charges in e from the Löwdin method, atoms 1 to 2: C -0.091; C -0.285



No. 5
C2H3BrOS as an isolated structure at a distorted geometry. Source: the OMol25 dataset; level of theory: ωB97M-V with the def2-TZVPD basis set.

```
8
C2H3BrOS | the OMol25 dataset | ωB97M-V with the def2-TZVPD basis set
C 1.469 0.038 0.234
C -1.726 -0.638 0.153
O -1.780 0.050 -0.797
S 1.663 1.584 -0.424
Br 2.914 -1.029 -0.438
H -0.692 -0.779 0.530
H -2.518 -1.205 0.595
H 0.670 1.978 0.147
```

Its HOMO energy is -0.33720 Ha. Its total energy is -3125.3025 a.u. The energy above the lowest of the compared OMol25 structures with the same formula, charge and spin is 83.9 kcal/mol. For the gap between HOMO and LUMO, the calculation gives 8.5 eV.

Atomic partial charges in e from the natural (NBO) method, atoms 1 to 2: C -0.359; C 0.274



No. 6
C2H3N3O as an isolated structure at a distorted geometry. Source: the OMol25 dataset; level of theory: ωB97M-V with the def2-TZVPD basis set.

```
9
C2H3N3O | the OMol25 dataset | ωB97M-V with the def2-TZVPD basis set
C -0.456 -0.047 0.979
C 0.265 0.249 -0.317
O 0.672 1.419 -0.824
N -0.607 -0.841 -0.997
N 0.845 -1.028 -0.510
N -0.612 -1.362 0.279
H 1.169 1.265 -1.640
H 0.149 -0.079 1.884
H -1.426 0.423 1.145
```

Its HOMO energy is -0.37261 Ha. Its total energy is -317.3226 a.u. The energy above the lowest of the compared OMol25 structures with the same formula, charge and spin is 131.6 kcal/mol. For the gap between HOMO and LUMO, the calculation gives 10.7 eV.

Atomic partial charges in e from the natural (NBO) method, atoms 1 to 2: C -0.284; C 0.424



No. 7
C5H10O as an isolated structure. Source: the OMol25 dataset; level of theory: ωB97M-V with the def2-TZVPD basis set.

```
16
C5H10O | the OMol25 dataset | ωB97M-V with the def2-TZVPD basis set
C 2.522 0.085 -0.383
C 0.208 0.206 1.065
C -0.604 1.016 0.082
C -1.674 -0.088 0.307
O -2.479 -0.474 -0.776
C -0.503 -1.042 0.591
H 2.675 1.078 -0.813
H 1.922 -0.525 -1.063
H 3.478 -0.405 -0.192
H 2.003 0.201 0.585
H -0.283 0.908 -0.962
H -0.782 2.071 0.311
H -2.270 0.101 1.206
H -3.179 0.185 -0.871
H -0.591 -1.878 1.289
H -0.170 -1.409 -0.389
```

Its HOMO energy is -0.30738 Ha. Its total energy is -271.5716 a.u. The energy above the lowest of the compared OMol25 structures with the same formula, charge and spin is 113.6 kcal/mol. For the gap between HOMO and LUMO, the calculation gives 8.5 eV.

Atomic partial charges in e from the natural (NBO) method, atoms 1 to 2: C -0.825; C 0.164



No. 8
A 2-piece molecular cluster, C5H10I2N2S2 overall at a distorted geometry. Source: the OMol25 dataset; level of theory: ωB97M-V with the def2-TZVPD basis set.

```
21
C5H10I2N2S2 | the OMol25 dataset | ωB97M-V with the def2-TZVPD basis set
C -1.216 1.513 -0.455
C -0.215 1.762 0.688
C -1.210 -0.463 0.907
C -1.341 -0.005 -0.532
C -0.086 0.423 1.412
N 1.187 -1.847 1.274
N 1.377 -0.224 -0.768
S 0.100 -0.569 -1.549
S 1.527 -0.374 0.956
I -0.425 -3.013 -1.534
I 3.693 -0.975 -3.609
H -2.188 1.945 -0.213
H -0.879 1.943 -1.399
H 0.758 2.069 0.299
H -0.568 2.543 1.360
H -2.139 -0.275 1.451
H -0.946 -1.517 1.023
H -2.225 -0.362 -1.055
H -0.049 0.503 2.497
H 1.992 -2.387 1.543
H 2.851 -0.688 -2.295
```

Its HOMO energy is -0.31678 Ha. Its total energy is -1697.7072 a.u. The energy above the lowest of the compared OMol25 structures with the same formula, charge and spin is 0.0 kcal/mol. For the gap between HOMO and LUMO, the calculation gives 7.9 eV.

Atomic partial charges in e from the natural (NBO) method, atoms 1 to 2: C -0.427; C -0.434



No. 9
A 4-piece molecular cluster, C6H22N2O3 overall at a distorted geometry. Source: the OMol25 dataset; level of theory: ωB97M-V with the def2-TZVPD basis set.

```
33
C6H22N2O3 | the OMol25 dataset | ωB97M-V with the def2-TZVPD basis set
N 0.369 2.166 -0.419
C 0.669 0.746 -0.263
C 2.156 0.579 0.160
C 3.145 1.559 -0.425
C 2.487 -0.866 -0.290
C -0.256 0.155 0.817
N -0.918 -1.128 0.447
C -0.540 -2.296 1.292
H 1.043 2.697 -0.921
H -0.542 2.312 -0.814
H 0.374 0.158 -1.140
H 2.193 0.718 1.219
H 4.152 1.566 -0.003
H 2.945 2.533 0.063
H 3.067 1.695 -1.500
H 1.732 -1.615 -0.522
H 3.309 -1.257 0.315
H 2.903 -0.784 -1.300
H 0.288 -0.058 1.737
H -1.091 0.802 1.087
H -0.862 -1.326 -0.548
H -1.485 -2.649 1.704
H 0.152 -2.001 2.074
H -0.129 -3.124 0.712
H -3.754 3.042 1.114
H -2.327 2.851 1.666
O -2.824 3.118 0.886
H -2.927 -1.699 0.347
H -4.037 -1.414 -0.646
O -3.720 -2.102 -0.052
H -2.213 -0.768 -2.295
H -1.878 -2.226 -2.123
O -1.479 -1.383 -2.381
```

Its HOMO energy is -0.31639 Ha. As for the SMILES: CNC[C@@H](N)C(C)C.O.O.O. Its total energy is -576.9806 a.u. The energy above the lowest of the compared OMol25 structures with the same formula, charge and spin is 34.3 kcal/mol. For the gap between HOMO and LUMO, the calculation gives 9.1 eV.

Atomic partial charges in e from the natural (NBO) method, atoms 1 to 2: N -0.853; C -0.055



No. 10
A 20-piece molecular cluster, C11H57NO21 overall at a distorted geometry. Source: the OMol25 dataset; level of theory: ωB97M-V with the def2-TZVPD basis set.

```
90
C11H57NO21 | the OMol25 dataset | ωB97M-V with the def2-TZVPD basis set
C -2.250 5.941 -0.239
C -2.230 7.231 0.606
O -3.318 7.837 0.718
O -1.126 7.604 1.097
H -1.256 5.679 -0.605
H -3.010 5.992 -1.016
H -2.544 5.098 0.401
C 0.252 -2.022 1.691
C 0.679 -1.451 0.346
C -0.273 -1.988 -0.761
C -1.669 -1.421 -0.585
C -1.585 0.099 -0.772
C -0.578 0.772 0.205
N 0.643 0.016 0.377
O 1.548 0.681 1.249
C -1.397 1.006 1.516
C -0.348 2.171 -0.416
C 2.115 -1.912 -0.043
H 0.072 -3.101 1.743
H -0.712 -1.626 2.011
H 1.004 -1.712 2.418
H -0.255 -3.084 -0.775
H 0.107 -1.744 -1.758
H -2.187 -1.616 0.357
H -2.318 -1.832 -1.369
H -2.582 0.521 -0.624
H -1.286 0.325 -1.799
H -0.801 1.673 2.142
H -1.795 0.197 2.130
H -2.268 1.603 1.213
H 0.091 1.909 -1.379
H 0.254 2.856 0.177
H -1.295 2.700 -0.557
H 2.518 -1.427 -0.924
H 2.194 -2.999 -0.053
H 2.739 -1.521 0.768
O -4.590 0.036 1.742
H -5.091 0.028 0.920
H -3.794 0.551 1.538
O -1.034 3.001 -3.684
H -1.747 3.335 -3.130
H -0.659 2.272 -3.180
O 3.808 0.127 2.457
H 3.998 1.052 2.636
H 2.995 0.148 1.907
O 5.388 -0.502 -0.575
H 5.405 -1.025 0.239
H 6.288 -0.188 -0.706
O 3.270 0.917 -1.133
H 2.604 0.756 -0.430
H 3.831 0.125 -1.099
O -1.599 3.332 4.243
H -1.219 4.046 3.696
H -0.985 3.240 4.977
O 1.967 -0.214 -3.383
H 2.560 -0.905 -3.066
H 1.927 0.420 -2.651
O -0.374 5.163 2.504
H -0.149 6.065 2.207
H -1.112 4.909 1.936
O 1.063 -2.557 -5.067
H 0.159 -2.890 -5.207
H 0.953 -1.853 -4.416
O 1.842 3.425 2.045
H 1.530 2.519 1.845
H 1.024 3.929 2.224
O -2.259 -4.616 -1.935
H -3.179 -4.345 -2.044
H -1.968 -4.161 -1.135
O 4.658 -2.240 -2.797
H 4.771 -1.701 -3.589
H 5.434 -2.050 -2.258
O -1.599 -3.256 -4.714
H -1.885 -4.108 -5.058
H -1.498 -3.402 -3.759
O -4.693 -3.564 -0.819
H -5.524 -3.894 -0.462
H -4.705 -2.617 -0.636
O -3.316 -2.308 2.857
H -3.335 -1.759 3.647
H -3.582 -1.708 2.143
O 0.479 -6.560 -0.914
H 0.257 -5.728 -1.350
H -0.143 -7.195 -1.281
O 5.291 -2.210 1.827
H 4.756 -1.622 2.393
H 4.742 -2.995 1.729
O 0.682 0.304 4.100
H 0.670 -0.646 3.969
H 0.552 0.670 3.204
```

Its HOMO energy is -0.07212 Ha. Its total energy is -2088.1683 a.u. For the gap between HOMO and LUMO, the calculation gives 5.0 eV. As for the total charge: -2.

Atomic partial charges in e from the Löwdin method, atoms 1 to 2: C -0.058; C -0.784